A:
A 2-piece molecular cluster, C2H10NO overall, computed with ωB97M-V with the def2-TZVPD basis set.

The geometry in XYZ format:
```
14
Properties=species:S:1:pos:R:3:nbo_charge:R:1
C 1.793 -1.368 0.844 -0.265
O 0.439 -0.949 1.129 -0.803
H 0.066 -1.553 1.769 0.502
H 2.425 -0.856 1.572 0.197
H 1.782 -2.469 0.972 0.200
H 2.171 -1.079 -0.127 0.189
C -1.174 1.732 -1.113 -0.438
N -0.979 0.365 -0.453 -0.677
H -1.497 0.190 0.405 0.451
H -1.013 -0.403 -1.119 0.441
H 0.015 0.297 -0.148 0.468
H -2.258 1.870 -1.162 0.233
H -0.942 1.744 -2.174 0.256
H -0.829 2.481 -0.395 0.247
```

Summary:
Orbital gap = 11.51 eV
HOMO energy = -15.09 eV
Charge = +1

***

B:
A 2-piece molecular cluster, C2H10NO overall, computed with ωB97M-V with the def2-TZVPD basis set.

The geometry in XYZ format:
```
14
Properties=species:S:1:pos:R:3:nbo_charge:R:1
N -2.499 -0.971 0.476 -1.069
H -3.122 -0.432 -0.120 0.405
H -2.632 -0.677 1.446 0.401
H -1.041 -0.307 0.417 0.545
H -2.777 -1.938 0.384 0.414
C 1.075 0.873 0.286 -0.035
O 0.010 -0.210 0.262 -0.695
C 1.990 0.544 -0.875 -0.663
H 1.477 0.866 1.284 0.219
H 0.493 1.768 0.110 0.213
H 0.338 -0.976 -0.207 0.533
H 2.320 -0.484 -0.768 0.222
H 2.893 1.152 -0.896 0.270
H 1.476 0.790 -1.799 0.240
```

Summary:
Orbital gap = 13.10 eV
HOMO energy = -16.37 eV
Charge = +1

***

Best to worst by energy: B, A.

***

A:
One molecule with the formula C3H5ClN2O2, computed with ωB97M-V with the def2-TZVPD basis set.

The geometry in XYZ format:
```
13
Properties=species:S:1:pos:R:3:nbo_charge:R:1
C 1.227 -0.202 -0.956 -0.638
C 0.436 0.046 0.343 -0.177
C -1.144 0.092 0.098 -0.194
N 0.829 1.324 0.995 0.178
N -1.822 -1.200 0.122 0.150
O -0.035 1.948 1.517 -0.268
O -1.286 -2.134 0.701 -0.267
Cl -1.716 1.038 -1.284 -0.006
H 2.107 -0.803 -0.711 0.226
H 1.730 0.720 -1.425 0.247
H 0.459 -0.808 -1.463 0.232
H 0.630 -0.682 1.143 0.256
H -1.414 0.660 0.920 0.260
```

Summary:
Orbital gap = 8.68 eV
HOMO energy = -9.53 eV
SMILES string = C[C@@H](N=O)[C@@H](Cl)N=O

***

B:
One molecule with the formula C3H5ClN2O2, computed with ωB97M-V with the def2-TZVPD basis set.

The geometry in XYZ format:
```
13
Properties=species:S:1:pos:R:3:nbo_charge:R:1
C 0.632 0.318 0.228 0.324
C 0.518 0.102 1.672 -0.704
C -0.820 0.454 -0.495 -0.199
N 1.727 0.150 -0.373 -0.595
N -0.948 -0.860 -1.243 0.529
O -0.870 -1.753 -0.424 -0.377
O -1.045 -0.854 -2.427 -0.309
Cl -0.747 1.704 -1.775 -0.019
H 0.176 -0.888 1.915 0.258
H -0.237 0.860 2.061 0.222
H 1.525 -0.074 2.069 0.260
H -1.636 0.793 0.140 0.256
H 1.726 0.047 -1.348 0.353
```

Summary:
Orbital gap = 10.31 eV
HOMO energy = -10.44 eV
SMILES string = [H]/N=C(/C)[C@@H](Cl)[N+](=O)[O-]

***

Best to worst by energy: B, A.

***

A:
One molecule with the formula HNO4S, computed with ωB97M-V with the def2-TZVPD basis set.

The geometry in XYZ format:
```
7
Properties=species:S:1:pos:R:3:nbo_charge:R:1
N 1.322 0.225 -0.751 -0.083
O 2.298 0.771 -0.224 -0.203
O 0.241 -1.981 -0.658 -0.863
O -1.795 0.503 0.720 -0.416
O -1.097 0.236 -0.460 -0.419
S 0.192 -0.804 0.080 1.527
H -1.160 1.050 1.293 0.457
```

Summary:
Orbital gap (alpha / beta) = 8.12 / 8.12 eV
HOMO energy (alpha / beta) = -9.89 / -9.86 eV
SMILES string = O=S(#[N+][O-])OO

***

B:
A 2-piece molecular cluster, HNO4S overall, computed with ωB97M-V with the def2-TZVPD basis set.

The geometry in XYZ format:
```
7
Properties=species:S:1:pos:R:3:nbo_charge:R:1
N -2.330 -1.946 -1.033 0.173
O -1.918 -1.429 -0.084 -0.178
O -0.831 0.481 0.446 -0.827
O 1.996 0.814 -0.435 -0.431
O 1.537 0.641 0.909 -0.473
S 0.115 1.086 1.375 1.254
H 1.431 0.353 -1.178 0.482
```

Summary:
Orbital gap (alpha / beta) = 9.17 / 7.04 eV
HOMO energy (alpha / beta) = -8.99 / -8.37 eV

***

Best to worst by energy: B, A.

***

A:
A 3-piece molecular cluster, C7H16N2O overall, computed with ωB97M-V with the def2-TZVPD basis set.

The geometry in XYZ format:
```
26
Properties=species:S:1:pos:R:3:nbo_charge:R:1
C -1.027 0.604 -0.188 0.514
C 1.628 0.339 0.445 -0.081
C -0.377 -1.580 -0.878 -0.465
C -1.263 1.643 0.872 -0.683
C 2.037 -0.697 1.433 -0.669
C 2.309 0.384 -0.878 -0.684
N -0.579 -0.580 0.157 -0.496
N -1.050 1.081 -1.474 -0.831
C -2.938 -0.845 0.484 0.309
O -3.264 -1.948 0.172 -0.524
H 1.382 1.307 0.867 0.157
H -1.486 1.971 -1.645 0.393
H -1.118 0.422 -2.233 0.398
H -3.234 -0.476 1.518 0.113
H 0.207 -1.215 -1.730 0.178
H 0.146 -2.428 -0.439 0.213
H -1.326 -1.939 -1.287 0.215
H -0.712 2.562 0.663 0.227
H -2.329 1.887 0.894 0.228
H -0.980 1.248 1.843 0.246
H 1.353 -0.730 2.283 0.219
H 2.064 -1.690 0.977 0.202
H 3.044 -0.501 1.836 0.201
H 1.782 1.033 -1.582 0.215
H 2.388 -0.613 -1.321 0.202
H 3.342 0.763 -0.794 0.207
```

Summary:
Orbital gap (alpha / beta) = 8.15 / 6.89 eV
HOMO energy (alpha / beta) = -7.37 / -6.35 eV

***

B:
A 2-piece molecular cluster, C7H16N2O overall, computed with ωB97M-V with the def2-TZVPD basis set.

The geometry in XYZ format:
```
26
Properties=species:S:1:pos:R:3:nbo_charge:R:1
C -1.314 -1.652 0.566 -0.407
C -0.380 -0.427 -1.847 -0.667
N -1.230 -0.209 0.471 -0.287
C -0.950 0.449 -0.763 0.202
N -2.129 0.404 1.378 -0.649
C -1.656 1.537 -1.151 -0.536
H -1.762 1.317 1.636 0.352
H -3.029 0.566 0.921 0.329
H -0.394 -2.101 0.198 0.203
H -2.157 -2.073 0.006 0.169
H -1.459 -1.885 1.619 0.223
H -0.214 0.150 -2.752 0.223
H 0.606 -0.791 -1.573 0.236
H -1.011 -1.287 -2.068 0.216
H -1.645 1.861 -2.176 0.202
H -2.223 2.170 -0.489 0.191
C 1.901 1.566 0.545 -0.652
C 2.150 -0.958 0.726 0.092
C 1.725 0.232 1.200 -0.251
O 2.630 -1.062 -0.552 -0.707
H 2.925 -1.956 -0.745 0.483
H 2.310 -1.819 1.367 0.174
H 1.582 0.268 2.272 0.203
H 2.585 2.190 1.120 0.218
H 0.929 2.060 0.580 0.219
H 2.210 1.447 -0.490 0.224
```

Summary:
Orbital gap = 8.30 eV
HOMO energy = -7.61 eV
SMILES string = C=C(C)N(C)N.C/C=C\O

***

Best to worst by energy: B, A.